Computed, not measured: a cluster of 10 separate species, C76H174N10O5 in total, with the ωB97M-V functional and the def2-TZVPD basis.

The geometry in ORCA input format:
```
! RIJCOSX wB97M-V def2-TZVPD def2/J DEFGRID3
* xyz 5 2
C -0.4179 -6.4371 5.6003
C -0.6854 -5.4038 6.6929
C 0.5246 -5.3812 7.7204
C 1.7272 -4.5583 7.2717
C 1.2663 -3.1749 6.8172
C 0.2562 -3.1426 5.6634
N -0.8119 -4.0194 6.0740
O -2.0834 -3.7784 5.3326
C 0.8660 -3.6532 4.4021
C -0.2728 -1.6383 5.4542
C -1.8872 -5.9813 7.4826
H 0.6207 -6.3136 5.2933
H -1.0139 -6.3329 4.6936
H -0.6591 -7.4274 5.9867
H 0.8934 -6.3799 7.9540
H 0.2930 -5.0493 8.7325
H 2.1913 -5.1048 6.4507
H 2.4966 -4.3698 8.0204
H 2.1405 -2.6102 6.4930
H 0.7360 -2.6476 7.6102
H 0.2668 -4.1411 3.6334
H 1.6643 -4.3817 4.5437
H 1.1526 -2.8739 3.6959
H 0.5905 -1.0909 5.0756
H -0.6055 -1.0208 6.2886
H -0.9925 -1.5780 4.6378
H -2.0784 -5.1764 8.1924
H -1.6485 -6.8408 8.1090
H -2.8351 -6.0112 6.9453
C 2.1878 -0.3340 -2.7267
C 1.2939 0.5542 -1.8098
C -0.0781 0.3265 -2.4724
C -1.1603 0.8786 -1.6575
C -1.1320 0.2941 -0.2027
C 0.2521 0.4084 0.5906
N 1.3131 -0.0370 -0.4113
O 2.6102 -0.0434 0.1574
C 0.1873 -0.5688 1.7861
C 0.4226 1.8630 1.1985
C 1.7514 2.0288 -1.8241
H 3.2365 -0.1148 -2.5258
H 2.0237 -0.0626 -3.7695
H 2.0931 -1.3805 -2.4371
H -0.1258 -0.7526 -2.6179
H -0.1732 0.7360 -3.4780
H -2.0670 0.8669 -2.2624
H -1.1005 1.9602 -1.5365
H -1.6319 -0.6732 -0.1517
H -1.7690 0.9740 0.3631
H 0.5723 -1.5122 1.3989
H -0.8116 -0.7861 2.1644
H 0.9191 -0.3239 2.5560
H -0.2276 2.6388 0.7940
H 1.4533 2.2024 1.0958
H 0.2886 1.8706 2.2802
H 1.0662 2.6188 -1.2154
H 1.7043 2.4756 -2.8172
H 2.7755 2.1648 -1.4764
C 6.4497 -0.2047 -1.0144
C 7.0653 0.7009 -2.0157
C 6.2452 2.0613 -2.2046
N 6.6332 2.9699 -3.3958
C 6.6318 2.1010 -4.6381
C 8.1319 3.5328 -3.1986
C 8.0218 5.0866 -3.6380
C 6.5739 5.4395 -3.2008
C 5.7406 4.1991 -3.4858
H 6.9229 -1.1804 -1.1243
H 5.3773 -0.3232 -1.1697
H 6.4772 0.2139 -0.0083
H 7.0613 0.1005 -2.9254
H 8.0875 1.0536 -1.8789
H 6.1844 2.6985 -1.3223
H 5.2134 1.8560 -2.4900
H 6.9280 2.7519 -5.4607
H 5.6236 1.8111 -4.9344
H 7.4273 1.3565 -4.6686
H 8.8306 2.9336 -3.7824
H 8.4490 3.4188 -2.1620
H 8.2684 5.2019 -4.6935
H 8.8156 5.5435 -3.0471
H 6.2366 6.3435 -3.7078
H 6.6078 5.6729 -2.1367
H 5.4284 4.0258 -4.5157
H 4.7432 4.1778 -3.0468
C 2.1240 5.1708 0.2136
C 0.8955 5.8829 -0.4100
C 0.8604 5.7978 -1.9750
N -0.4778 6.2047 -2.6662
C -0.8702 7.5790 -1.9579
C -1.5203 5.0667 -2.3746
C -1.2665 4.1682 -3.6143
C -0.5582 4.9955 -4.6402
C -0.5951 6.4031 -4.1592
H 2.2777 4.1394 -0.1040
H 1.9531 5.0567 1.2840
H 2.9817 5.8388 0.1346
H 0.9359 6.9344 -0.1257
H 0.0315 5.3873 0.0327
H 1.0692 4.8160 -2.4000
H 1.6165 6.4284 -2.4427
H -0.0066 8.2189 -2.1391
H -1.1095 7.3584 -0.9176
H -1.7463 7.9478 -2.4914
H -2.5826 5.2794 -2.4946
H -1.2980 4.6566 -1.3895
H -2.1937 3.7659 -4.0223
H -0.6347 3.3322 -3.3142
H -0.7260 4.7571 -5.6904
H 0.4879 4.7434 -4.4663
H -1.4549 7.0566 -4.3063
H 0.2764 6.9826 -4.4637
C -5.5394 2.5215 -3.9823
N -5.8021 2.8351 -2.4856
C -4.7000 2.7521 -1.4984
C -6.3624 4.2876 -2.5804
C -6.9097 1.8660 -1.8900
C -8.1560 1.5751 -2.7561
O -8.9281 2.6752 -2.9501
H -6.3976 2.9432 -4.5057
H -5.4062 1.4464 -4.1032
H -4.6685 3.1169 -4.2563
H -4.3915 1.7073 -1.5332
H -5.0644 2.9779 -0.4962
H -3.8751 3.3796 -1.8359
H -5.4690 4.8971 -2.7162
H -6.7417 4.5789 -1.6009
H -6.9616 4.5402 -3.4552
H -7.1362 2.2075 -0.8799
H -6.2569 0.9941 -1.9309
H -8.8195 0.8853 -2.2345
H -8.0018 1.0102 -3.6754
H -9.6415 2.3948 -3.5281
C 4.6415 -5.5453 1.9069
N 4.2716 -4.1967 2.5333
C 4.0722 -4.3716 4.0372
C 5.4453 -3.1909 2.4244
C 2.9737 -3.5832 1.8406
C 2.9955 -3.4133 0.3342
O 4.0077 -2.5107 0.1110
H 4.8781 -5.5533 0.8429
H 3.7410 -6.1496 2.0170
H 5.5589 -6.0341 2.2350
H 3.5088 -3.5297 4.4395
H 4.9678 -4.6302 4.6020
H 3.5175 -5.3008 4.1670
H 4.9034 -2.2848 2.6954
H 5.9030 -3.2130 1.4354
H 6.1980 -3.2779 3.2080
H 2.6513 -2.6751 2.3499
H 2.1540 -4.2453 2.1198
H 2.0194 -3.0378 0.0270
H 3.1393 -4.2626 -0.3337
H 3.5769 -1.6555 0.1800
C 5.7580 1.3201 2.4235
N 4.7310 2.2317 3.1313
C 5.3551 2.9682 4.2928
C 4.1875 3.1701 2.0580
C 3.4659 1.4726 3.6875
C 3.7732 0.5966 4.9240
O 4.6945 -0.4648 4.6991
H 5.2581 0.5828 1.7953
H 6.2230 0.7963 3.2586
H 6.5286 1.8645 1.8777
H 4.5484 3.5643 4.7195
H 6.2400 3.5879 4.1476
H 5.7646 2.2637 5.0167
H 3.8692 2.6112 1.1780
H 5.0437 3.8208 1.8800
H 3.3563 3.7440 2.4677
H 3.1022 0.7387 2.9683
H 2.7008 2.2155 3.9130
H 2.8320 0.1176 5.1938
H 3.9412 1.2704 5.7641
H 5.1717 -0.6405 5.5133
C -1.7890 1.2926 4.7392
C -2.7106 1.8549 3.6312
C -4.1090 2.3240 3.9819
C -4.7769 3.3160 2.8720
N -6.2508 3.7620 3.0980
C -6.9154 4.3705 1.8042
C -8.2293 3.5546 1.5535
C -8.5985 2.8688 2.9024
C -7.2192 2.5095 3.4104
C -6.2154 4.8322 4.2148
H -1.7491 1.9660 5.5953
H -0.7412 1.0999 4.5085
H -2.3310 0.3711 4.9518
H -2.6405 1.1589 2.7953
H -2.2180 2.7451 3.2402
H -4.1104 2.7497 4.9854
H -4.7216 1.4389 4.1531
H -4.8289 2.6430 2.0161
H -4.0637 4.1167 2.6765
H -7.0493 5.4388 1.9741
H -6.1760 4.2133 1.0190
H -9.0843 3.9567 1.0099
H -7.9873 2.6202 1.0472
H -9.0641 3.6543 3.4976
H -9.1801 1.9529 2.7978
H -7.2636 2.1799 4.4484
H -6.8036 1.6734 2.8479
H -5.6252 5.6466 3.7946
H -5.8611 4.4003 5.1507
H -7.2552 5.0120 4.4878
C -0.4787 -5.0923 -4.6578
C 0.7033 -4.0029 -4.8082
C 0.2939 -2.6269 -5.4384
C 0.0363 -2.7150 -6.9055
N -0.3577 -1.3496 -7.5754
C -0.4548 -1.5509 -9.1021
C -0.1849 -0.1916 -9.8149
C 0.4911 0.6995 -8.7207
C 0.6954 -0.2761 -7.5749
C -1.6705 -0.6878 -7.0992
H -0.1230 -6.1076 -4.4826
H -1.1292 -5.1682 -5.5292
H -1.1935 -4.7246 -3.9216
H 1.5286 -4.4718 -5.3441
H 1.0408 -3.7766 -3.7968
H 1.1106 -1.9121 -5.3383
H -0.5513 -2.3283 -4.8182
H -0.8330 -3.2741 -7.2516
H 0.9231 -3.0794 -7.4240
H -1.3386 -2.1033 -9.4212
H 0.4268 -2.1607 -9.3002
H -1.1293 0.3002 -10.0477
H 0.4804 -0.2779 -10.6740
H -0.0571 1.6053 -8.4616
H 1.5163 0.9925 -8.9470
H 0.8822 0.0225 -6.5434
H 1.6409 -0.7481 -7.8418
H -2.4746 -1.4234 -7.1200
H -2.0093 0.0519 -7.8246
H -1.5024 -0.4062 -6.0597
C -2.0538 -8.8278 2.8602
C -2.4582 -8.0380 1.5979
C -3.2876 -6.8128 1.9480
C -3.5062 -5.9453 0.6943
N -3.1367 -4.4187 0.8418
C -3.2160 -3.6245 -0.5599
C -1.8504 -3.7912 -1.1868
C -0.9270 -3.6085 0.0258
C -1.5951 -4.2434 1.2171
C -4.0156 -3.7360 1.8269
H -2.8726 -9.0313 3.5503
H -1.2344 -8.2667 3.3096
H -1.6155 -9.7970 2.6222
H -2.8696 -8.6618 0.8043
H -1.5300 -7.8392 1.0621
H -2.8227 -6.3475 2.8171
H -4.2760 -7.2159 2.1686
H -4.5332 -6.0767 0.3533
H -2.8792 -6.2948 -0.1260
H -3.4219 -2.5856 -0.3021
H -4.0628 -4.0678 -1.0838
H -1.6261 -3.0148 -1.9183
H -1.8975 -4.7057 -1.7780
H -0.7339 -2.5421 0.1421
H 0.0642 -4.0053 -0.1940
H -1.4493 -3.5612 2.0547
H -1.1351 -5.1769 1.5413
H -5.0513 -3.8233 1.4983
H -3.6007 -2.7292 1.7800
H -3.7735 -4.1785 2.7932
*
```

## Properties
E, Eh: -3921.474143
Expectation value of S²: 0.751
Highest occupied orbital energy (spin up / spin down), eV: -10.9 / -10.9